[1]
52
Properties=species:S:1:pos:R:3:mulliken_charge:R:1 method="wB97M-V/def2-TZVPD" orbital_gap_ev=9.91 smiles="C[C@@H]1CCCN1C=O.O.O.O.O.O.O.O.O.O.O.O" total_energy_ev=-32815.2916 e_homo_ev=-9.781
O -1.74510 -1.98685 2.72439 -0.586
O 2.33393 -1.22316 2.73041 -0.743
O -0.31009 3.97555 -2.19686 -0.667
O -1.15724 -0.78120 0.14638 -0.015
O -0.37461 0.53163 -3.30596 -0.613
O 1.03825 -1.66177 -4.09321 -0.663
O 0.02593 -2.14193 -1.74960 -1.036
O -0.97054 -3.69602 0.75995 -0.673
O 0.56097 -3.13369 3.54891 -0.682
O -1.72890 2.39546 -0.01380 -0.449
O -2.62795 1.10485 -2.12916 -0.880
O -2.51691 -1.51741 -1.96975 -0.866
N 0.21069 0.58048 1.33822 0.471
C -1.02599 -0.02276 1.04037 -0.654
C 2.14259 2.05847 0.94250 -1.018
C 1.99544 -0.34823 -0.12449 -1.268
C 1.25085 0.90191 0.32741 1.580
C -0.07595 1.86237 2.17022 -0.600
C 1.08364 2.77067 1.85109 -0.531
H -0.02450 0.38026 -4.15819 0.308
H -3.42100 1.23269 -2.67954 0.214
H 3.12890 -1.04012 2.25453 0.338
H -1.15675 2.28665 1.78549 0.346
H -2.53753 -1.62149 -1.01687 0.341
H -2.55450 -0.55811 -1.96681 0.526
H -2.20430 2.11967 -0.87159 0.224
H 2.99192 1.84714 1.49517 0.466
H -1.79463 0.15550 1.82782 0.283
H -0.18051 3.04482 -1.75287 0.315
H -1.62058 1.10714 -2.65671 0.506
H 0.09668 1.47808 3.32362 0.272
H -1.74561 -2.67657 2.07877 0.340
H 0.75254 1.37411 -0.51260 -0.526
H 0.80668 -2.18336 -3.41837 0.298
H -0.86608 -2.25388 -2.03222 0.552
H 1.63476 -0.82338 2.15722 0.331
H 1.46502 -0.87159 -0.91673 0.036
H 1.54856 3.22560 2.75279 0.369
H 0.52201 -2.20182 3.22624 0.387
H 2.35891 2.87084 0.18894 0.277
H 1.82014 -1.16613 -3.80224 0.316
H 1.54076 -3.27846 3.44221 0.308
H 2.98056 -0.03582 -0.47532 0.485
H 2.21436 -1.18182 0.56277 0.276
H -2.07569 3.26941 -0.06088 0.315
H 0.58454 3.64375 1.27242 0.174
H 0.51673 4.04452 -2.71473 0.302
H -0.51439 -3.28327 -0.07806 0.341
H -0.32225 -0.42607 -2.91784 0.462
H -0.23331 -1.45931 -0.94331 0.181
H -1.57936 -2.39204 3.44341 0.209
H -0.24108 -4.29531 1.16647 0.325

---

[2]
54
Properties=species:S:1:pos:R:3:mulliken_charge:R:1 method="wB97M-V/def2-TZVPD" orbital_gap_ev=9.98 smiles=OCCO.OCCO.OCCO.O.O.O.O.O.O.O.O total_energy_ev=-35436.9340 e_homo_ev=-9.720
O 0.32894 4.95888 1.22026 -0.559
O 0.20739 -0.79452 -2.27477 -0.461
O 2.40544 1.57751 -2.60251 -0.703
O 1.48328 3.30155 -0.51857 -0.509
O 2.61800 -3.22855 0.45314 -0.685
O -0.36861 1.87761 2.46708 -0.551
O -3.92618 -2.68366 -1.15424 -0.597
O -0.59002 0.91963 -4.29377 -0.632
O -3.28932 -0.31193 -3.84780 -0.644
O -1.44327 -0.29580 3.69645 -0.588
O -0.78118 -2.68394 -4.39591 -0.614
O 0.35698 -1.42963 0.65028 -0.493
O 0.09034 -2.80205 3.38204 -0.512
O 0.60812 -4.39895 -0.97995 -0.700
C -0.68985 -0.63252 0.04994 -0.379
C -0.06244 0.02538 -1.16772 -0.270
C 1.71952 5.20485 0.98693 -0.315
C 0.54560 -1.63449 4.03003 -0.347
C 2.34141 3.94152 0.37657 -0.491
C -0.60038 -0.85747 4.69770 -0.425
H -4.40754 -2.60765 -1.98633 0.304
H 3.32388 4.18837 -0.02165 0.374
H -0.83772 0.75447 -1.45378 0.329
H 1.64251 0.99434 -2.65166 0.342
H -1.52948 -1.31239 -0.11505 0.323
H 2.20974 -4.00136 0.02380 0.351
H 1.31062 -1.87478 4.77161 0.443
H 0.18299 1.05022 -4.86219 0.293
H 2.13003 5.39399 1.98189 0.351
H 0.00959 -3.66884 -0.76607 0.308
H -0.08530 -3.50375 4.01385 0.296
H -3.64858 -0.28500 -4.74020 0.286
H 0.91227 -4.20942 -1.87474 0.324
H -0.25202 -1.90079 -4.21929 0.344
H -2.13466 -0.92214 3.47558 0.292
H 1.77671 6.07764 0.33175 0.259
H 2.58319 3.31204 1.24195 0.243
H -0.48927 -3.31987 -3.73697 0.272
H 2.11187 2.32583 -2.05105 0.471
H 0.01738 -1.74166 1.49872 0.214
H -0.79423 1.31363 3.15238 0.310
H -4.03433 -3.60318 -0.88850 0.302
H -0.81900 1.80552 -3.98282 0.321
H -0.03323 -0.22280 -3.02779 0.119
H -1.01051 0.16850 0.72095 0.159
H 0.95094 -0.93614 3.29894 0.178
H 0.00194 5.30018 2.05001 0.289
H 0.88038 0.50939 -0.89387 0.386
H -1.22455 -1.54774 5.28214 0.334
H -2.33299 -0.36765 -3.97264 0.354
H 0.62035 3.16054 -0.10907 0.270
H 0.37952 2.29625 2.90589 0.280
H -0.29165 -0.12589 5.44600 0.323
H 1.92740 -2.55332 0.38306 0.430

---

[3]
54
Properties=species:S:1:pos:R:3:mulliken_charge:R:1 method="wB97M-V/def2-TZVPD" orbital_gap_ev=8.92 total_energy_ev=-32848.1032 e_homo_ev=-8.967
O -0.34117 -0.25683 4.54403 -0.653
O -3.27012 2.10036 1.44487 -0.642
O 2.59137 3.53440 -1.10562 -0.692
O -2.67233 -3.77279 -0.43537 -0.682
O -2.06297 -1.51054 2.20472 -0.671
O 3.67950 -1.76550 -2.37566 -0.613
O -3.79775 -0.20885 0.12631 -0.719
O -0.16225 2.96348 -2.78956 -0.608
O -1.55186 3.50513 -0.48798 -0.540
O 1.96432 -0.76669 3.16325 -0.663
O 3.08553 0.48736 -1.43405 -0.576
O -0.23594 -3.94398 0.28643 -0.742
N 0.73804 -2.51376 -1.86358 -0.555
C 0.82474 -1.44255 -0.97613 0.123
C 0.10643 -0.33820 -1.11821 0.085
C 0.80071 1.74011 2.13222 -1.703
C 1.06988 1.00150 1.06085 -0.985
C 0.04965 0.79583 -0.03330 1.400
C -0.66028 -0.09870 -2.39348 -2.384
H 3.86017 -0.92519 -2.76221 0.297
H 2.86253 -0.53386 3.37422 0.288
H -0.93869 2.48006 -2.53986 0.321
H 2.14175 0.56398 -1.52021 0.277
H -3.96036 2.25906 2.07241 0.260
H 0.19459 0.57544 4.32465 0.312
H 4.15277 -1.80548 -1.54882 0.287
H 1.47177 1.91786 2.94878 0.415
H -1.85537 2.80698 0.04421 0.265
H -0.98628 0.87338 -2.78813 0.212
H 3.32540 1.34831 -1.02473 0.327
H 0.17306 -2.31539 -2.69962 0.241
H 1.80793 -0.85322 2.22345 0.370
H -1.26109 -0.96484 2.33127 0.267
H -4.61703 -0.77832 0.11128 0.326
H -3.21741 -0.87348 0.58469 0.334
H -1.48337 -0.75102 -2.33732 0.524
H -1.50541 4.27907 0.07985 0.276
H -2.25966 -2.96027 -0.16254 0.241
H -1.65621 -2.34895 1.87431 0.363
H 0.36607 -0.71972 4.02342 0.341
H 0.52237 -4.51061 0.41526 0.284
H -0.95806 0.67224 0.38899 0.009
H 2.23533 3.08182 -1.88396 0.336
H -0.02215 -0.35613 -3.26810 0.364
H -0.01963 1.71551 -0.70503 0.075
H -1.85747 -4.37718 -0.20844 0.439
H -0.13534 3.77111 -2.29740 0.333
H 1.99127 0.46405 0.86669 1.168
H -3.56329 1.38376 0.88445 0.386
H 1.64190 -2.81298 -2.19793 0.218
H -0.16519 2.03445 2.42821 0.437
H 1.42740 -1.61068 -0.10856 0.393
H 2.04274 3.23739 -0.35585 0.306
H 0.08950 -3.47694 -0.51716 0.529

---

[4]
54
Properties=species:S:1:pos:R:3:mulliken_charge:R:1 method="wB97M-V/def2-TZVPD" orbital_gap_ev=8.42 total_energy_ev=-29438.2386 e_homo_ev=-9.436
O -0.25072 1.52393 1.65464 -0.138
O 5.42981 -1.79427 -1.10931 -0.680
O 2.04239 2.20995 0.29306 -0.739
O 6.18971 -0.97303 2.13254 -0.592
O 2.85112 0.51454 4.13764 -0.658
O -1.15133 -1.63977 1.43564 -0.633
O -6.11896 0.48421 -1.14280 -0.306
O 2.94104 -4.62437 1.37976 -0.716
O 2.48117 1.05156 -2.75565 -0.650
O 2.18842 -3.22988 -2.90983 -0.665
N -2.54100 1.40321 -1.42598 0.068
C -5.06599 0.87353 -1.84101 -0.531
C -7.34094 0.60272 -1.91689 -0.927
C -3.65226 0.66906 -1.01187 -0.579
C -1.24820 1.19594 -0.65008 -0.612
C -0.39416 1.93700 2.99343 -1.001
C -1.36694 1.61072 0.82938 -1.530
B 2.18535 -1.21618 0.15508 1.403
H 1.51381 -0.74472 -0.77807 -0.454
H -7.25248 1.53036 -2.38003 0.413
H -7.19036 0.08168 -2.80592 0.417
H -5.22547 1.90147 -2.49511 0.299
H -0.48300 2.94070 3.00583 0.481
H 2.68159 -2.61110 -3.45230 0.304
H 2.31665 0.22239 3.36431 0.297
H 3.97365 -4.72714 1.44663 0.316
H 3.33424 -0.58425 0.15838 -0.318
H 5.71729 -0.94619 -1.51784 0.303
H -3.93642 1.03141 -0.07986 0.326
H 1.42748 -0.95287 1.20378 -0.468
H -0.65557 1.89071 -1.26207 0.396
H 4.41753 -1.81819 -0.75043 0.306
H -0.84917 0.21379 -0.67789 0.337
H 6.53084 -0.13883 1.76734 0.313
H -1.81297 2.59037 0.95462 0.776
H 0.48870 1.66689 3.68444 0.134
H -2.11567 1.14704 1.20728 0.952
H -5.01523 0.06352 -2.61030 0.355
H -1.23751 1.71013 3.57061 0.423
H -2.38246 1.32573 -2.40207 0.366
H 3.31762 0.75242 -3.05648 0.274
H 2.87894 -3.77554 0.89223 0.300
H -8.32107 0.40738 -1.47320 0.271
H 2.04185 -2.78295 -2.07805 0.327
H -3.39073 -0.48751 -0.93048 0.338
H -1.18822 -2.15648 2.16107 0.242
H 2.30976 -2.36342 -0.15947 -0.516
H 2.30622 1.26625 0.04468 0.214
H 2.68985 0.03972 4.94913 0.301
H -0.34076 -1.18104 1.38048 0.204
H 5.57591 -0.89846 1.41944 0.275
H 2.21336 0.31112 -2.08130 0.291
H 1.07616 2.19930 0.64274 0.270
H -2.59287 2.27745 -1.10986 0.424